Formula: C49H47Cl2N7O4W
Source: OMol25
Level of theory: ωB97M-V with the def2-TZVPD basis set

- Charge: +2
- Gap between HOMO and LUMO: 6.0 eV

```
110
Properties=species:S:1:pos:R:3:forces:R:3:mulliken_charge:R:1
W 0.194464 0.001964 -0.300664 -0.819 -0.530 -0.275 0.35
Cl 5.562620 -4.339278 -1.012486 -0.019 0.015 0.005 -0.14
C 4.393964 -3.115448 -1.288954 0.045 -0.026 -0.015 -0.28
C 3.445855 -2.876494 -0.295269 -0.019 -0.019 0.040 -1.12
C 2.486340 -1.898490 -0.501633 0.045 0.012 -0.051 0.00
N 1.424564 -1.470671 0.351402 0.300 0.004 0.091 1.03
C 1.325107 -2.014018 1.638459 -0.076 0.080 0.033 0.05
O 1.880381 -2.998595 2.037547 0.024 -0.035 -0.012 -0.63
C 0.482435 -1.152563 2.514403 0.011 0.008 -0.005 0.05
C 0.513242 -1.278306 3.883655 0.015 -0.018 0.009 -0.62
C -0.184359 -0.347781 4.639945 -0.021 0.009 0.009 -1.15
C -0.914613 0.633629 3.990460 0.016 -0.048 0.035 -1.32
C -0.911076 0.678932 2.609042 -0.019 -0.015 -0.032 -0.50
N -0.201757 -0.190529 1.878820 -0.082 0.156 -0.067 1.08
C 2.509924 -1.179649 -1.694838 0.116 0.094 -0.040 -0.29
C 3.439234 -1.402217 -2.688637 -0.034 -0.041 -0.005 -0.35
C 4.396841 -2.392667 -2.482942 0.011 -0.008 -0.001 -0.07
Cl 5.566486 -2.680119 -3.699348 -0.006 0.006 -0.006 -0.14
N 1.461473 -0.240153 -1.777048 -0.210 -0.015 0.184 0.83
C 0.338318 -0.309759 -2.525270 0.085 0.051 0.183 0.23
O 0.162388 -1.666722 -3.178653 -0.166 -0.141 -0.102 -0.19
C -0.000896 0.728015 -3.545183 0.034 0.072 -0.048 0.01
C -0.760067 0.482778 -4.679089 -0.022 -0.025 0.001 -0.70
C -0.975566 1.542300 -5.552408 -0.012 -0.004 -0.007 -0.76
C -0.436316 2.782471 -5.259412 -0.020 0.015 0.006 -1.06
C 0.280951 2.929525 -4.079032 0.033 0.007 0.014 -0.16
N 0.489554 1.926107 -3.233973 0.008 -0.061 -0.016 0.11
H 3.470223 -3.470430 0.602976 -0.009 0.007 0.005 0.73
H 1.096999 -2.075312 4.322576 0.002 0.002 0.000 0.66
H -0.165001 -0.391839 5.720619 0.001 -0.001 0.000 0.53
H -1.477061 1.365902 4.549969 0.006 -0.037 0.001 0.57
H -1.462301 1.430781 2.061314 0.009 -0.004 0.018 0.83
H 3.458704 -0.799145 -3.588428 0.009 -0.004 0.006 0.68
H -1.158643 -0.498164 -4.895140 -0.004 0.004 -0.001 0.52
H -1.550484 1.391549 -6.456515 0.003 -0.005 0.005 0.52
H -0.570355 3.624296 -5.924104 0.002 -0.005 0.002 0.47
H 0.701210 3.886443 -3.790182 -0.015 -0.001 -0.002 0.58
C -3.241583 -1.722212 3.342786 -0.007 0.010 0.001 -1.81
C -3.254734 -1.777357 1.811470 -0.002 -0.037 0.032 1.50
C -4.700980 -2.011212 1.348930 -0.015 0.000 0.025 -1.72
C -2.337757 -2.859951 1.267555 0.002 0.043 -0.050 1.30
C -2.400440 -4.120095 1.859358 -0.015 -0.004 0.013 -0.37
C -1.696808 -5.191359 1.352735 -0.005 -0.003 -0.002 -1.66
C -0.931254 -5.029721 0.209904 -0.018 -0.005 0.003 -0.51
C -0.830517 -3.794116 -0.412390 0.048 0.069 -0.003 0.14
C 0.024715 -3.659132 -1.664030 -0.091 -0.055 0.042 2.12
C 0.613528 -4.971045 -2.188097 0.018 -0.010 0.002 -2.38
C -0.662004 -2.917249 -2.800349 0.135 0.206 0.017 -0.85
C -1.500062 -2.693721 0.153523 -0.009 -0.085 -0.037 -0.87
N -1.425281 -1.375107 -0.459624 0.262 0.106 -0.058 1.07
C -2.585064 -1.023580 -1.114112 -0.123 -0.085 -0.009 0.38
O -3.440270 -1.791401 -1.501900 0.100 0.021 -0.052 -0.64
C -2.695133 0.440194 -1.353021 0.084 -0.044 0.011 -0.16
C -3.758333 1.089856 -1.945660 -0.036 0.026 -0.042 -0.73
C -3.655470 2.462875 -2.147734 -0.028 -0.025 -0.007 -1.19
C -2.498537 3.134897 -1.770240 0.043 0.012 0.030 -0.99
C -1.496076 2.401973 -1.168043 0.003 -0.019 -0.047 0.51
N -1.617542 1.098385 -0.952623 0.220 -0.034 0.106 0.52
C -0.178639 2.905926 -0.692442 0.077 -0.035 0.035 -0.50
O 0.273356 3.978295 -0.957324 -0.022 0.025 -0.009 -0.52
N 0.467644 1.933135 0.130228 0.057 0.266 0.028 1.52
C 1.252145 2.535360 1.206151 0.070 0.011 0.021 -0.91
C 2.597979 2.180745 1.357724 -0.031 -0.017 -0.056 -0.10
C 3.319759 2.702768 2.419059 0.021 0.009 0.045 -0.49
C 2.726531 3.582737 3.307272 0.004 0.003 0.000 -1.63
C 1.410727 3.958277 3.121468 -0.015 -0.020 -0.001 -0.42
C 0.636456 3.456091 2.077408 -0.050 0.000 0.006 1.63
C -0.764179 4.041482 1.917128 0.001 0.043 0.021 1.35
C -0.658000 5.496367 1.434953 0.029 0.009 0.006 -1.87
C -1.617341 4.015251 3.190532 -0.012 -0.003 -0.030 -1.21
C 3.251822 1.305248 0.319335 0.072 0.066 0.058 1.65
C 4.455252 0.511116 0.812103 -0.038 -0.021 0.008 -2.19
C 3.571682 2.109050 -0.939715 -0.026 -0.007 -0.017 -1.00
H -3.676140 -0.783778 3.691646 -0.003 -0.008 0.000 0.44
H -2.237869 -1.818604 3.752298 0.014 0.001 -0.007 0.26
H -3.848034 -2.524022 3.765164 0.014 0.000 -0.001 0.57
H -2.916907 -0.808273 1.431583 -0.002 0.011 -0.012 -0.72
H -5.056178 -2.967434 1.737211 -0.010 0.008 0.003 0.39
H -4.803071 -2.033516 0.267219 0.004 -0.002 0.036 0.34
H -5.349115 -1.230165 1.750797 -0.007 -0.003 -0.006 0.45
H -3.033632 -4.264832 2.724869 0.003 0.001 -0.007 0.42
H -1.760809 -6.160713 1.828452 -0.002 0.004 -0.008 0.45
H -0.420595 -5.888925 -0.198004 -0.003 0.009 0.001 0.55
H 0.879150 -3.047365 -1.388523 0.015 0.013 0.011 -0.22
H -0.165526 -5.683351 -2.462897 0.006 0.003 -0.006 0.53
H 1.263046 -5.436767 -1.448982 -0.007 0.001 -0.004 0.54
H 1.221123 -4.778869 -3.075864 -0.001 -0.002 0.002 0.42
H -0.626313 -3.450609 -3.747947 -0.017 -0.047 0.021 0.60
H 1.062746 -1.976948 -3.400787 -0.009 0.011 -0.034 0.62
H -1.665624 -2.561824 -2.620395 -0.083 0.060 0.039 0.22
H -4.626635 0.518783 -2.244290 0.000 0.005 0.003 0.66
H -4.470601 3.004430 -2.609114 0.004 -0.001 0.000 0.55
H -2.360940 4.196027 -1.928083 -0.011 -0.003 -0.008 0.63
H 4.359367 2.434875 2.546156 -0.007 -0.002 0.000 0.42
H 3.296698 3.994180 4.129485 -0.003 -0.005 -0.004 0.44
H 0.972527 4.678873 3.798969 -0.004 0.004 -0.005 0.49
H -1.321158 3.472092 1.166531 0.000 0.001 0.003 -0.68
H -0.265422 6.123535 2.237070 0.002 -0.013 0.008 0.43
H -1.644410 5.880735 1.170613 0.001 -0.001 0.001 0.47
H 0.002731 5.596413 0.577431 -0.023 0.023 0.030 0.37
H -1.104354 4.475438 4.033631 -0.004 0.007 -0.001 0.27
H -1.914640 3.010981 3.485865 0.005 0.042 -0.007 0.06
H -2.532151 4.583925 3.020853 0.002 -0.001 0.001 0.50
H 2.485254 0.568478 0.063532 0.164 -0.060 -0.105 0.06
H 5.285887 1.162449 1.084312 -0.006 0.029 -0.018 0.63
H 4.813850 -0.145209 0.017245 0.003 -0.009 0.014 0.33
H 4.208017 -0.100515 1.683301 0.020 0.007 -0.002 0.36
H 4.299242 2.889140 -0.709571 0.001 0.000 0.019 0.39
H 2.678749 2.587599 -1.345297 0.019 -0.006 -0.009 0.08
H 4.003410 1.464599 -1.708744 -0.003 0.007 0.001 0.37
```
Forces are in eV/Å.

Formula: C2H4S2
Source: OMol25
Level of theory: ωB97M-V with the def2-TZVPD basis set

- Gap between HOMO and LUMO: 8.1 eV

```
8
Properties=species:S:1:pos:R:3:forces:R:3:mulliken_charge:R:1
S -0.257680 -0.323500 -2.131924 0.251 -0.980 0.072 -0.17
C 0.248076 -0.945637 -0.707856 0.214 -1.023 -2.739 -0.14
C 0.310070 0.015733 0.343925 -0.008 2.025 4.551 -0.58
S -1.396389 0.590808 0.936448 -0.038 -0.967 -0.089 -0.13
H 0.565197 -2.029113 -0.673722 -0.460 1.326 0.489 0.28
H 0.796748 -0.106735 1.374690 -0.129 -0.860 -1.866 0.33
H 0.595932 1.028002 0.045966 0.693 -0.824 -0.666 0.28
H -0.861955 1.770442 0.812473 -0.524 1.303 0.249 0.13
```
Forces are in eV/Å.

Formula: C58H48MnO2P2S
Source: OMol25
Level of theory: ωB97M-V with the def2-TZVPD basis set

- Charge: +3
- ⟨S²⟩: 6.2684
- Multiplicity: 5
- Gap between HOMO and LUMO (alpha / beta): 5.5 / 7.2 eV

```
112
Properties=species:S:1:pos:R:3:forces:R:3:lowdin_spin:R:1
Mn 0.130224 -0.752948 -0.819329 0.182 -0.737 0.310 4.03
O 0.339109 -1.686622 1.072161 0.084 0.391 -0.273 0.06
S 0.557271 -0.223172 1.528308 -0.125 -0.096 0.480 0.06
C 1.912770 -0.240738 2.615246 0.184 0.001 -0.123 0.01
C 1.798352 0.111908 3.942679 0.107 -0.052 0.039 0.01
C 2.895117 0.054818 4.818478 -0.103 0.039 0.083 0.00
C 4.095226 -0.369473 4.320232 0.159 -0.039 -0.006 0.00
C 5.431341 -0.547336 4.997477 -0.051 -0.002 -0.104 0.00
C 6.374778 -1.079841 3.887574 -0.097 0.023 -0.024 0.00
C 5.526546 -1.107031 2.641893 0.030 0.041 0.144 0.00
C 5.832276 -1.442891 1.352604 0.097 -0.064 -0.109 0.00
C 4.824071 -1.333279 0.383701 0.054 0.007 0.004 -0.01
C 3.518549 -0.942841 0.659368 -0.234 0.073 0.110 -0.02
P 2.502661 -0.892959 -0.839404 0.678 0.105 -0.213 -0.10
C 2.082456 -2.563887 -1.371078 -0.114 0.119 -0.208 -0.01
C 1.018840 -2.652425 -2.286384 0.042 -0.154 0.032 0.01
C 0.547406 -3.886454 -2.717930 0.010 -0.073 0.046 0.01
C 1.146201 -5.039752 -2.234089 0.000 -0.020 0.001 0.00
C 2.195422 -4.958494 -1.321165 0.001 0.023 0.037 0.00
C 2.655765 -3.728152 -0.874514 -0.063 -0.145 0.136 0.00
C 3.454693 -0.067300 -2.130309 -0.146 0.042 -0.053 -0.01
C 3.285869 -0.423458 -3.473026 0.086 0.009 0.017 -0.01
C 3.958218 0.276155 -4.462986 -0.036 -0.007 0.016 0.00
C 4.786227 1.339997 -4.125540 0.004 0.011 0.012 -0.02
C 4.952317 1.699809 -2.794342 -0.025 -0.021 -0.003 0.00
C 4.287737 1.003844 -1.796934 0.030 -0.071 0.020 -0.01
C 3.161860 -0.626706 2.017767 -0.034 -0.026 0.065 0.00
C 4.211513 -0.700407 2.949149 0.012 0.006 0.022 0.00
C -0.861181 0.418687 2.279080 -0.036 0.030 0.021 0.01
C -1.416417 -0.169539 3.402711 -0.096 0.121 0.069 0.00
C -2.472071 0.437860 4.101420 0.045 -0.108 0.048 0.00
C -2.894506 1.676595 3.681541 -0.035 0.108 0.003 0.00
C -3.897773 2.634832 4.278074 0.084 -0.024 -0.083 0.00
C -3.905731 3.858539 3.321284 0.078 -0.077 -0.019 0.00
C -2.903389 3.515161 2.246546 -0.079 -0.003 0.086 0.00
C -2.465047 4.207693 1.153052 -0.008 0.126 -0.088 0.00
C -1.563634 3.572818 0.275252 -0.045 0.085 0.033 0.00
C -1.061917 2.298892 0.476018 -0.008 -0.327 0.117 -0.01
P -0.168151 1.612879 -0.952838 0.171 0.454 0.025 -0.08
C -1.131952 1.730726 -2.468510 0.012 0.005 -0.065 0.00
C -2.344158 2.395359 -2.620444 -0.029 -0.038 -0.010 -0.01
C -2.951662 2.436007 -3.868579 -0.023 0.004 -0.034 0.00
C -2.357942 1.817063 -4.960177 0.000 -0.010 -0.022 0.00
C -1.154229 1.135666 -4.811259 -0.046 0.001 0.007 0.00
C -0.548838 1.087203 -3.567100 -0.079 0.076 -0.033 0.00
C 1.269442 2.688332 -1.143790 0.015 -0.049 0.043 0.00
C 2.230144 2.713985 -0.128498 -0.096 0.146 0.019 0.00
C 3.255235 3.642455 -0.170054 -0.058 0.086 -0.009 0.00
C 3.334720 4.541408 -1.230154 -0.017 -0.007 0.017 0.00
C 2.391319 4.506843 -2.247339 0.010 -0.023 -0.018 0.00
C 1.353595 3.581987 -2.208915 0.133 -0.055 -0.019 -0.01
C -1.380651 1.625343 1.705967 0.032 -0.048 -0.059 0.00
C -2.351244 2.243830 2.508648 -0.024 -0.017 0.013 0.00
H 0.841519 0.441409 4.324218 0.011 -0.009 -0.009 0.00
H 2.769165 0.329410 5.858158 0.006 0.006 -0.047 0.00
H 5.356139 -1.233297 5.840794 -0.022 -0.024 -0.002 0.00
H 5.778562 0.403192 5.404052 0.001 0.016 -0.008 0.00
H 6.748429 -2.078457 4.116716 -0.016 -0.021 -0.010 0.00
H 7.252588 -0.447995 3.750988 -0.013 0.016 -0.015 0.00
H 6.822480 -1.770803 1.061490 -0.038 0.022 0.004 0.00
H 5.092525 -1.560107 -0.642193 0.015 0.007 -0.002 0.00
H 0.612303 -1.760877 -2.764446 -0.024 0.179 -0.207 0.01
H -0.253197 -3.946786 -3.444616 0.023 0.027 0.022 0.00
H 0.802918 -6.007809 -2.576724 0.021 0.025 0.025 0.00
H 2.658580 -5.864846 -0.952016 -0.016 0.022 -0.026 0.00
H 3.452125 -3.681282 -0.142374 -0.013 0.015 -0.036 0.00
H 2.668918 -1.265761 -3.754384 -0.001 -0.035 -0.001 0.00
H 3.846809 -0.018671 -5.498716 0.003 0.009 0.036 0.00
H 5.312129 1.881743 -4.901529 -0.010 -0.024 0.022 0.00
H 5.607544 2.520456 -2.530121 -0.021 -0.033 -0.007 0.00
H 4.431607 1.284762 -0.762010 0.032 -0.064 -0.067 0.00
H -1.004712 -1.107428 3.762351 -0.027 0.044 -0.014 0.00
H -2.893274 -0.047609 4.973261 0.029 0.035 -0.032 0.00
H -3.597104 2.912957 5.288886 0.009 -0.004 0.007 0.00
H -4.881476 2.173100 4.367729 0.006 -0.024 -0.028 0.00
H -3.627533 4.778873 3.834843 0.025 0.003 -0.002 0.00
H -4.891721 4.033181 2.890476 -0.008 -0.011 -0.021 0.00
H -2.812002 5.209291 0.930090 0.014 -0.043 0.003 0.00
H -1.260149 4.116119 -0.614350 -0.034 -0.006 0.014 0.00
H -2.826457 2.868277 -1.776045 0.007 0.017 -0.021 0.00
H -3.891902 2.959435 -3.990049 0.038 -0.022 0.008 0.00
H -2.832368 1.863304 -5.932454 0.005 -0.001 0.044 0.00
H -0.694538 0.651677 -5.664267 -0.007 0.024 0.049 0.00
H 0.406989 0.581916 -3.458463 0.112 0.001 -0.015 0.00
H 2.169311 2.027929 0.710322 -0.020 0.013 0.028 0.00
H 3.990602 3.674171 0.625400 -0.032 0.000 -0.030 0.00
H 4.131271 5.274898 -1.257870 -0.031 -0.027 0.003 0.00
H 2.452627 5.207324 -3.071158 0.000 -0.029 0.042 0.00
H 0.619252 3.563595 -3.004399 0.001 0.030 0.020 0.00
C -7.999278 -2.865726 -0.180645 0.050 -0.007 0.037 0.00
C -6.516016 -2.674549 -0.195514 -0.087 0.041 0.009 0.01
C -5.958882 -1.391785 -0.281780 -0.139 0.020 0.015 0.00
C -4.603200 -1.192199 -0.336151 0.097 0.098 -0.066 0.00
C -4.069343 0.208292 -0.440620 -0.057 -0.037 0.003 0.00
C -3.745821 -2.339427 -0.325168 -0.343 -0.116 0.044 0.00
C -2.387621 -2.254665 -0.616763 0.611 0.368 -0.046 0.01
O -1.710843 -1.185206 -0.798212 -0.904 -0.242 -0.228 0.06
C -4.300915 -3.652235 -0.142261 0.122 0.024 0.040 0.00
C -3.483455 -4.911039 0.043883 -0.089 0.095 -0.095 0.00
C -5.669137 -3.778337 -0.095821 -0.071 -0.092 0.060 0.00
H -8.534759 -1.938731 -0.370286 0.015 -0.001 -0.001 0.00
H -8.316897 -3.256988 0.788707 0.014 0.009 0.003 0.00
H -8.293429 -3.604695 -0.926742 0.002 0.001 -0.015 0.00
H -6.621603 -0.534339 -0.314196 0.013 -0.044 -0.013 0.00
H -4.889858 0.924263 -0.423940 -0.017 -0.030 0.013 0.00
H -3.504871 0.349483 -1.364010 -0.045 -0.029 0.056 0.00
H -3.393629 0.431003 0.389414 -0.019 -0.017 -0.061 0.00
H -1.852959 -3.190166 -0.749702 0.158 -0.136 0.052 0.00
H -2.436200 -4.745333 0.273979 0.044 0.029 0.018 0.00
H -3.552221 -5.549891 -0.839089 0.015 0.044 -0.012 0.00
H -3.901020 -5.479895 0.874268 -0.024 0.006 -0.017 0.00
H -6.102724 -4.764061 0.037513 0.001 0.046 -0.025 0.00
```
Forces are in eV/Å.